No. 1
Density functional theory data (ωB97M-V with the def2-TZVPD basis set) for a 2-piece molecular cluster, C2H5F2N overall.

Computed properties:
spin multiplicity: 3
HOMO (alpha / beta): -6.2 / -11.2 eV
LUMO (alpha / beta): 1.2 / 0.0 eV
frontier orbital gap (alpha / beta): 7.37 / 11.14 eV

Geometry as XYZ:
```
10
C2H5F2N | the OMol25 dataset | ωB97M-V with the def2-TZVPD basis set
C -0.9609 1.0321 0.1216
C 0.3904 0.3529 0.4001
N 0.2532 -0.8950 0.8792
F -1.9089 0.0203 0.2676
F 1.5463 1.0829 0.5778
H -0.7734 1.4669 -0.9301
H -1.1188 1.7199 0.9441
H 0.3517 -0.7498 -1.9196
H -0.6389 -1.1354 1.2698
H 1.0861 -1.3530 1.1775
```

=====

No. 2
Density functional theory data (ωB97M-V with the def2-TZVPD basis set) for the molecule C4H7NO3.

Computed properties:
spin multiplicity: 1
HOMO: -9.6 eV
LUMO: -1.0 eV
frontier orbital gap: 8.61 eV

Geometry as XYZ:
```
15
C4H7NO3 | the OMol25 dataset | ωB97M-V with the def2-TZVPD basis set
C 0.0438 -1.8141 0.4872
C 1.5546 1.7416 -0.1706
C -0.1995 0.1757 0.0152
C -1.4276 -0.8346 -0.8345
O -0.6102 -2.3409 -0.4878
O -0.8084 0.8897 0.9949
N 0.8701 0.5250 -0.5680
O -2.5344 -0.6942 -0.3846
H -1.7348 0.5883 1.0388
H 1.1217 -1.9838 0.5493
H -0.4764 -1.6069 1.4312
H -1.0722 -0.7872 -1.8641
H 2.3262 1.4950 0.5646
H 2.0552 2.1569 -1.0442
H 0.8918 2.4894 0.2727
```

=====

No. 3
Density functional theory data (ωB97M-V with the def2-TZVPD basis set) for a 10-piece molecular cluster, C30H58Cl3N8O15S2 overall.

Computed properties:
spin multiplicity: 1
HOMO: -3.1 eV
LUMO: -0.9 eV
frontier orbital gap: 2.17 eV
total charge: -1

Geometry as XYZ:
```
116
C30H58Cl3N8O15S2 | the OMol25 dataset | ωB97M-V with the def2-TZVPD basis set
C -1.2004 3.6376 -1.4412
N -1.9671 2.8725 -0.4316
C -3.2931 2.5982 -0.5385
C -3.9722 2.0168 0.4772
C -3.2932 1.6211 1.6312
C -1.9094 1.7092 1.6499
C -1.2512 2.3791 0.6045
C -4.0017 1.0070 2.7571
C -4.6666 -0.2264 2.7645
C -4.9993 -0.7973 3.9816
N -4.8381 -0.1195 5.1339
C -4.3026 1.1354 5.1571
C -3.9189 1.7054 3.9978
C -4.9982 -0.7783 6.4489
H -0.5007 4.2663 -0.8917
H -1.9264 4.2446 -1.9767
H -0.6419 2.9724 -2.1015
H -3.6598 2.8049 -1.5326
H -5.0099 1.7185 0.3927
H -1.3360 1.1469 2.3795
H -0.1697 2.4976 0.5251
H -4.8109 -0.6371 1.7728
H -5.5784 -1.7091 4.0050
H -4.2963 1.5517 6.1532
H -3.4321 2.6665 3.8952
H -5.4858 -0.0800 7.1242
H -4.0772 -1.2119 6.8260
H -5.7398 -1.5689 6.3259
C 5.0273 0.8146 -0.1887
C 3.9671 -0.2296 -0.0417
O 4.1673 -1.3954 -0.1493
N 2.5796 0.2248 0.3575
H 2.3781 0.0199 1.3714
H 2.4979 1.2712 0.2635
C 1.4800 -0.3701 -0.4286
H 5.9608 0.2559 -0.2026
H 4.9572 1.4174 0.7223
H 4.9294 1.3573 -1.1270
H 1.4558 -0.1289 -1.4881
H 0.6126 0.0489 0.0900
H 1.4809 -1.4487 -0.2831
S 3.0484 3.7753 0.4744
O 2.0198 4.5569 1.1527
O 2.4383 2.7584 -0.4390
O 3.9916 4.5502 -0.3274
O 3.7051 3.0740 1.6252
S 1.3513 1.1074 3.6551
O 2.1483 0.0423 2.9651
O 0.2662 0.5962 4.5005
O 2.2331 1.9330 4.5080
O 0.9816 2.1731 2.7065
O 7.2114 -0.2703 3.1433
C 6.0729 0.1519 3.3539
N 5.0404 -0.7271 3.3466
C 5.7357 1.6037 3.5273
H 5.2874 -1.6644 3.0817
H 4.0862 -0.4101 3.4679
H 5.8489 2.0201 2.5248
H 6.4201 2.0746 4.2315
H 4.7165 1.8389 3.8389
O 1.0049 1.8990 -3.7687
C 2.0216 2.5807 -3.9830
N 2.8422 3.0259 -3.0493
C 2.2708 3.0763 -5.3903
H 2.5791 2.6987 -2.0921
H 3.4510 3.8110 -3.1850
H 1.4948 2.8768 -6.1240
H 3.1293 2.5357 -5.8074
H 2.5532 4.1293 -5.3584
O 1.4302 -4.7829 1.8242
C 1.2112 -3.5710 1.8890
N 2.2149 -2.7029 2.1164
C -0.1717 -3.0088 1.7131
H 3.0117 -3.3335 2.1072
H 2.1222 -1.7263 2.3928
H -0.1962 -1.9310 1.5208
H -0.8207 -3.1680 2.5734
H -0.6584 -3.3605 0.8005
O 0.4305 -2.9747 -1.6294
C 0.3398 -4.0651 -2.1773
N -0.8013 -4.8052 -2.0553
C 1.5315 -4.6825 -2.9201
H -1.5552 -4.4201 -1.5211
H -0.7686 -5.7100 -2.4873
H 1.0180 -5.1832 -3.7470
H 1.8681 -5.4933 -2.2708
H 2.3099 -3.9767 -3.1659
C 3.8903 -1.4104 -4.9302
Cl 2.6842 -2.4799 -5.7262
Cl 5.4025 -2.2649 -4.7072
Cl 3.2136 -0.8891 -3.3591
H 4.0404 -0.5448 -5.5606
C -4.6953 1.2627 -4.1981
O -3.4290 1.2116 -3.5349
C -2.5696 0.3348 -4.2353
C -1.4304 -0.1034 -3.3302
N -1.7830 -1.2053 -2.4433
C -2.6936 -0.8902 -1.3481
C -2.7557 -2.1197 -0.4188
O -3.0838 -1.7036 0.8909
C -3.7525 -2.7481 1.6069
H -5.4237 1.7731 -3.5817
H -5.0256 0.2902 -4.5839
H -4.5301 1.7015 -5.1931
H -2.1913 0.8241 -5.1422
H -3.0683 -0.5944 -4.5367
H -0.9240 0.7005 -2.7882
H -0.6402 -0.5192 -3.9615
H -1.0228 -1.8382 -2.2330
H -3.6724 -0.5582 -1.6925
H -2.2695 -0.0850 -0.7292
H -1.7374 -2.5241 -0.3752
H -3.4031 -2.8839 -0.8675
H -3.1957 -3.6660 1.8096
H -4.6739 -2.9394 1.0537
H -3.9430 -2.3131 2.5892
```

=====

Number 1: electronic energy -9074.73750 eV, largest force on an atom 2.970 eV Å⁻¹. Number 2: electronic energy -11890.02581 eV, largest force on an atom 1.841 eV Å⁻¹. Number 3: electronic energy -133919.33118 eV, largest force on an atom 5.933 eV Å⁻¹.